Below is a structure of composition C38H42BiF5N6O10SeSi, with properties calculated with the ωB97M-V functional and the def2-TZVPD basis.

Last column: Mulliken charge in e.
Element x y z (Å)
Bi (1.00417, 0.12743, 1.74532)  3.456
N (-0.89034, -0.73534, 3.40329)  -0.538
C (-1.60443, 0.48677, 3.76454)  -0.410
C (-0.59792, 1.56447, 4.17717)  0.532
O (-0.87987, 2.32555, 5.10956)  -0.809
N (0.52476, 1.54399, 3.45961)  0.024
C (1.67887, 2.29825, 3.90542)  -1.051
C (2.92396, 1.40209, 3.89130)  0.517
O (3.87922, 1.68739, 4.59935)  -0.791
O (2.87968, 0.40081, 3.07043)  -0.569
H (-0.34212, -1.11198, 4.16993)  0.296
H (-1.49355, -1.46121, 3.04072)  0.118
H (-2.14328, 0.83811, 2.87977)  -0.016
H (-2.31923, 0.37375, 4.58297)  0.426
H (1.89188, 3.12337, 3.21596)  0.230
H (1.52548, 2.71188, 4.89995)  0.464
C (-3.96799, 5.66259, -0.33286)  -1.678
C (-3.25419, 4.77422, -1.36079)  2.099
C (-2.29362, 5.62765, -2.20117)  -1.694
C (-4.30501, 4.17257, -2.29472)  -2.111
C (-2.45183, 3.70503, -0.62667)  0.528
C (-1.42969, 4.06922, 0.24204)  -1.002
C (-0.70988, 3.08953, 0.89863)  -1.270
N (-0.93740, 1.79005, 0.73184)  0.640
C (-1.90464, 1.41546, -0.10500)  -0.544
C (-2.68656, 2.34743, -0.78275)  -0.241
C (-2.09339, -0.05374, -0.30584)  -0.339
C (-2.92776, -0.57622, -1.29319)  -0.520
C (-3.01151, -1.94955, -1.47641)  0.075
C (-2.20073, -2.74517, -0.67236)  -0.901
C (-1.39870, -2.14682, 0.28081)  -0.851
N (-1.37663, -0.83628, 0.48498)  0.566
C (-3.93717, -2.59345, -2.50623)  2.378
C (-4.75180, -1.55615, -3.27957)  -2.193
C (-3.10350, -3.40473, -3.50712)  -1.627
C (-4.91313, -3.52847, -1.77770)  -1.768
H (-4.51703, 6.45867, -0.84262)  0.454
H (-3.26017, 6.12214, 0.35700)  0.318
H (-4.67711, 5.07648, 0.25514)  0.381
H (-2.85172, 6.39790, -2.73969)  0.470
H (-1.76699, 5.00676, -2.92809)  0.351
H (-1.54560, 6.11884, -1.57923)  0.325
H (-4.83060, 4.97839, -2.81177)  0.432
H (-5.04525, 3.58870, -1.74392)  0.365
H (-3.84668, 3.53181, -3.05026)  0.405
H (-1.17338, 5.10626, 0.41341)  0.495
H (0.09792, 3.34083, 1.57210)  0.102
H (-3.47170, 2.00273, -1.43655)  0.516
H (-3.49331, 0.08988, -1.92511)  0.442
H (-2.17222, -3.82139, -0.78384)  0.536
H (-0.74090, -2.73418, 0.91065)  0.246
H (-4.10705, -0.89209, -3.85855)  0.404
H (-5.36635, -0.94940, -2.61127)  0.374
H (-5.41837, -2.06874, -3.97657)  0.439
H (-2.38575, -2.76484, -4.02174)  0.336
H (-3.75764, -3.86917, -4.24976)  0.483
H (-2.53939, -4.19322, -3.00810)  0.300
H (-5.51649, -2.96902, -1.05950)  0.388
H (-4.38499, -4.31139, -1.23329)  0.317
H (-5.58387, -4.00503, -2.49718)  0.469
O (3.55073, 3.51951, 0.22608)  -0.778
C (3.19828, 2.39575, 0.57433)  -0.385
O (1.99928, 2.05368, 0.86759)  -0.522
C (4.29817, 1.35568, 0.76314)  -0.071
C (4.12946, 0.01363, 0.44204)  0.984
C (5.17849, -0.86367, 0.65744)  -0.550
C (6.38419, -0.47036, 1.19659)  -0.557
C (6.52204, 0.86981, 1.49784)  -0.509
C (5.50845, 1.78739, 1.28581)  -0.462
N (7.81258, 1.33437, 2.02760)  1.050
O (7.94451, 2.52047, 2.25492)  -0.636
O (8.68882, 0.50610, 2.20612)  -0.658
N (5.01904, -2.28041, 0.28466)  1.130
O (3.90485, -2.68091, 0.04153)  -0.512
O (6.03454, -2.95331, 0.19339)  -0.697
H (3.20231, -0.34453, -0.01032)  0.960
H (7.17964, -1.17691, 1.36665)  0.610
H (5.64694, 2.82758, 1.53893)  0.557
F (0.95247, -8.17245, 1.38470)  -0.340
C (1.19415, -6.92018, 1.81727)  0.683
C (2.49114, -6.47699, 2.00248)  0.165
F (3.50964, -7.31493, 1.74387)  -0.325
C (2.72896, -5.19079, 2.44971)  0.413
F (4.00962, -4.84121, 2.60618)  -0.360
C (1.70541, -4.27895, 2.72150)  -0.269
Se (2.09764, -2.48677, 3.22771)  -0.353
C (0.41999, -4.78263, 2.55179)  0.335
F (-0.65609, -4.01793, 2.84070)  -0.419
C (0.15194, -6.06129, 2.09867)  0.030
F (-1.11812, -6.48360, 1.93872)  -0.357
C (2.91504, -0.05191, -3.02309)  -1.220
Si (1.13506, -0.04911, -2.37479)  0.328
C (0.39191, 1.59632, -2.96155)  -0.956
C (0.22480, -1.37795, -3.38795)  -0.850
O (0.96656, -0.28065, -0.81582)  -0.649
H (2.95868, 0.10041, -4.10549)  0.418
H (3.40314, -1.00513, -2.79700)  0.265
H (3.50160, 0.74350, -2.55367)  0.277
H (0.51760, 1.75164, -4.03830)  0.552
H (0.86578, 2.43133, -2.43569)  0.222
H (-0.68009, 1.63345, -2.73744)  0.070
H (0.51768, -1.38611, -4.44301)  0.508
H (-0.85460, -1.20195, -3.33730)  -0.215
H (0.42026, -2.36940, -2.96894)  0.317

Output
* total charge: -2
* highest occupied orbital energy: -2.45 eV
* energy above the lowest of the compared OMol25 structures with the same formula, charge and spin: 0.511 eV
* LUMO: 3.35 eV
* calculated total energy: -162156.7183 eV



Below is a structure of composition C38H42BrN8O9STi, with properties calculated with the ωB97M-V functional and the def2-TZVPD basis.

Last column: Löwdin spin population.
Element x y z (Å)
Ti (-1.21521, 0.98772, -0.56522)  0.002
O (-1.38682, 0.61373, 1.27823)  0.000
N (-0.33405, 1.19062, 2.01013)  0.000
N (-0.53730, 2.37696, 2.22643)  0.000
O (-0.00955, 2.36137, -0.45724)  0.001
C (0.45946, 2.89715, 3.08922)  0.000
C (1.05465, 4.11344, 2.76471)  0.000
C (1.97408, 4.70534, 3.62261)  0.000
C (2.32163, 4.08842, 4.81926)  0.000
C (1.74176, 2.86595, 5.13953)  0.000
C (0.81383, 2.27915, 4.28806)  0.000
H (0.82488, 4.54642, 1.79605)  0.000
H (2.43117, 5.64856, 3.34841)  0.000
H (3.05225, 4.54185, 5.47815)  0.000
H (2.01989, 2.36170, 6.05774)  0.000
H (0.36266, 1.32157, 4.52106)  0.000
O (-0.47401, 0.31971, -2.45838)  0.017
C (-1.29646, 1.10204, -3.05460)  0.026
O (-1.88630, 1.98934, -2.35601)  0.016
C (-1.54953, 0.98157, -4.49452)  0.094
C (-2.81926, 1.25903, -5.02136)  0.003
C (-3.07141, 1.13750, -6.37185)  0.071
C (-2.03117, 0.75664, -7.25172)  0.045
C (-0.74930, 0.47579, -6.72244)  0.069
C (-0.53148, 0.57107, -5.36548)  0.002
N (-2.26341, 0.65064, -8.60871)  0.226
O (-1.28770, 0.33246, -9.38861)  0.206
O (-3.44656, 0.88142, -9.06144)  0.208
H (-3.60892, 1.55649, -4.33885)  -0.002
H (-4.04955, 1.32646, -6.78671)  0.008
H (0.03012, 0.18116, -7.40723)  0.008
H (0.44523, 0.33781, -4.95347)  -0.002
Br (-1.52159, -4.91950, -3.39627)  0.000
C (-2.89065, -4.11639, -2.34380)  0.000
C (-3.89963, -4.92286, -1.83941)  0.000
C (-4.90687, -4.33623, -1.08043)  0.000
C (-4.89480, -2.96907, -0.84062)  0.000
C (-3.86441, -2.18415, -1.33530)  0.000
C (-2.85376, -2.75512, -2.10257)  0.000
C (-3.83827, -0.70911, -1.01198)  0.000
O (-4.88557, -0.11935, -0.84691)  0.000
O (-2.63373, -0.22326, -0.94177)  0.000
H (-3.89134, -5.98666, -2.03464)  0.000
H (-5.69866, -4.95754, -0.67613)  0.000
H (-5.67700, -2.48633, -0.26684)  0.000
H (-2.05041, -2.13391, -2.48384)  0.000
C (2.90392, 1.28569, 0.77286)  0.000
C (2.02371, 1.03424, -0.45481)  0.000
C (2.37029, 2.02883, -1.56155)  0.000
C (2.29010, -0.37952, -0.96768)  0.000
N (0.62182, 1.16996, -0.05335)  0.000
H (3.95924, 1.11688, 0.52341)  0.000
H (2.61446, 0.61016, 1.58489)  0.000
H (2.78534, 2.31035, 1.13210)  0.000
H (3.40809, 1.87530, -1.87328)  0.000
H (2.25186, 3.05594, -1.21277)  0.000
H (1.71293, 1.88074, -2.41954)  0.000
H (3.30505, -0.43629, -1.38038)  0.000
H (1.56820, -0.64889, -1.73605)  0.000
H (2.21271, -1.10652, -0.15513)  0.000
C (-1.79354, 5.55660, 1.02574)  0.000
N (-2.13049, 4.73986, -0.13049)  0.000
C (-1.48102, 5.02720, -1.41292)  0.000
C (-2.60801, 3.52024, 0.06120)  0.000
N (-3.04882, 2.44969, 0.14291)  0.000
H (-0.72899, 5.80408, 1.01922)  0.000
H (-2.00430, 5.00300, 1.93726)  0.000
H (-2.36984, 6.48536, 1.01908)  0.000
H (-0.40026, 5.10974, -1.27547)  0.000
H (-1.86715, 5.96039, -1.82804)  0.000
H (-1.67611, 4.20975, -2.10266)  0.000
C (-1.80774, -3.58430, 4.04703)  0.000
C (-0.52167, -2.90230, 4.51489)  0.000
C (-0.32111, -1.51415, 3.90449)  0.000
N (-0.43802, -1.52156, 2.44800)  0.000
C (0.21882, -2.21549, 1.52897)  0.000
S (-0.35908, -2.34346, -0.02888)  0.000
N (1.42423, -2.91001, 1.82331)  0.000
C (2.52653, -2.49117, 2.52805)  0.000
O (2.51738, -1.65957, 3.39925)  0.000
C (3.82684, -3.13356, 2.09022)  0.000
C (4.98335, -2.41466, 2.34466)  0.000
C (6.21416, -2.88054, 1.90366)  0.000
C (6.29482, -4.08062, 1.21326)  0.000
C (5.14365, -4.81549, 0.97862)  0.000
C (3.91274, -4.34300, 1.41723)  0.000
H (-1.92753, -4.56410, 4.51695)  0.000
H (-1.80728, -3.72472, 2.96440)  0.000
H (-2.68330, -2.97790, 4.29955)  0.000
H (0.33927, -3.52701, 4.26044)  0.000
H (-0.52830, -2.78932, 5.60272)  0.000
H (0.63766, -1.11490, 4.21157)  0.000
H (-1.10692, -0.84535, 4.25720)  0.000
H (-1.04717, -0.83532, 2.00609)  0.000
H (1.63375, -3.49415, 1.03053)  0.000
H (4.89255, -1.47496, 2.87555)  0.000
H (7.10902, -2.29938, 2.08753)  0.000
H (7.25115, -4.44258, 0.85647)  0.000
H (5.19688, -5.75630, 0.44570)  0.000
H (3.02917, -4.94644, 1.24273)  0.000

Output
* total charge: -2
* highest occupied orbital energy (alpha / beta): -0.31 / -2.27 eV
* 2S+1: 2
* energy above the lowest of the compared OMol25 structures with the same formula, charge and spin: 2.004 eV
* ⟨S²⟩: 0.772
* LUMO (alpha / beta): 3.60 / 3.60 eV
* calculated total energy: -174429.2007 eV